The following is a DFT calculation (ωB97M-V/def2-TZVPD) of 3 unconnected molecules or ions with the total composition C12H31BN2O6.

XYZ file:
```
52
C12H31BN2O6 (ωB97M-V/def2-TZVPD)
C 2.843 3.125 -3.721
C 2.102 3.672 -4.950
B 0.818 4.492 -4.595
O 0.723 5.299 -3.483
O -0.291 4.432 -5.465
C -1.514 4.100 -5.021
O -2.522 4.442 -5.530
O -1.439 3.373 -3.865
C -1.372 1.956 -4.068
H 2.300 2.282 -3.285
H 2.944 3.891 -2.950
H 3.844 2.776 -3.982
H 1.840 2.864 -5.642
H 2.773 4.335 -5.514
H 0.774 6.246 -3.633
H -2.167 1.630 -4.742
H -1.498 1.499 -3.090
H -0.394 1.663 -4.470
C 0.539 0.629 -1.103
O -0.433 -0.292 -1.559
C 0.036 -1.601 -1.824
C 0.085 -2.519 -0.598
C 1.239 -2.219 0.352
N -1.172 -2.526 0.155
H 1.508 0.451 -1.580
H 0.668 0.602 -0.019
H 0.190 1.625 -1.377
H -0.670 -2.023 -2.544
H 1.021 -1.555 -2.309
H 0.230 -3.533 -0.987
H 1.046 -1.320 0.940
H 1.373 -3.042 1.053
H 2.173 -2.074 -0.193
H -1.927 -2.845 -0.444
H -1.408 -1.563 0.383
C -0.680 -3.260 3.452
O 0.118 -3.328 4.621
C 0.332 -2.099 5.284
C -0.780 -1.693 6.259
C -2.044 -1.181 5.578
N -1.139 -2.764 7.190
H -0.509 -2.329 2.907
H -1.746 -3.348 3.677
H -0.396 -4.090 2.808
H 1.256 -2.231 5.853
H 0.505 -1.301 4.548
H -0.369 -0.872 6.857
H -2.621 -2.001 5.147
H -2.682 -0.682 6.305
H -1.808 -0.474 4.780
H -0.330 -3.026 7.744
H -1.371 -3.592 6.648
```

Results
SMILES: CCB(O)OC(=O)OC.COC[C@@H](C)N.COC[C@@H](C)N
Electronic energy in eV: -28889.350

---

The following is a DFT calculation (ωB97M-V/def2-TZVPD) of a molecular structure, C12H31BNO2Rb.

XYZ file:
```
48
C12H31BNO2Rb (ωB97M-V/def2-TZVPD)
Rb 3.050 0.226 1.494
B 3.764 2.164 3.802
H 4.924 2.065 3.888
H 3.283 1.155 4.112
H 3.304 2.977 4.495
H 3.549 2.444 2.702
C -0.478 -1.352 -2.568
C -0.572 0.150 -2.231
C -1.870 0.674 -2.873
C -2.433 1.974 -2.260
C -2.334 1.945 -0.725
C -0.975 1.525 -0.137
N -0.477 0.317 -0.776
O 0.759 -0.135 -0.282
C -0.021 2.741 -0.225
C -1.250 1.213 1.343
C 0.632 0.861 -2.910
H -1.290 -1.884 -2.066
H 0.447 -1.771 -2.166
H -0.529 -1.506 -3.643
H -1.523 1.006 -3.854
H -2.605 -0.120 -2.959
H -3.492 1.992 -2.520
H -1.944 2.874 -2.628
H -3.112 1.275 -0.346
H -2.620 2.936 -0.366
H 1.001 2.459 0.022
H -0.076 3.160 -1.231
H -0.372 3.530 0.438
H -1.750 2.092 1.750
H -1.811 0.284 1.420
H -0.321 1.091 1.906
H 0.773 0.456 -3.916
H 1.595 0.726 -2.418
H 0.441 1.931 -2.999
H 0.536 -1.007 0.067
C -0.558 -2.598 2.294
C 0.706 -3.279 1.821
C 0.368 -4.435 0.893
O 1.521 -2.293 1.154
H -1.131 -3.311 2.888
H -1.151 -2.133 1.504
H -0.306 -1.757 2.949
H 1.229 -3.627 2.721
H 1.241 -4.783 0.314
H -0.218 -4.115 0.024
H -0.053 -5.280 1.427
H 2.148 -2.859 0.674
```

Results
Energy relative to the best compared isomer or geometry (same formula, charge and spin) in kJ/mol: 14.0
Electronic energy in eV: -19861.057

---

The following is a DFT calculation (ωB97M-V/def2-TZVPD) of a molecular structure, C12H31CoO5.

XYZ file:
```
49
C12H31CoO5 (ωB97M-V/def2-TZVPD)
Co -0.258 0.435 -0.324
C 2.450 -0.739 -3.308
C 1.219 -0.558 -2.389
O 0.538 0.646 -2.372
H 2.802 -1.763 -3.164
H 3.226 -0.119 -2.852
H 2.213 -0.464 -4.336
H 1.717 -0.733 -1.401
H 0.541 -1.424 -2.528
C -0.319 -2.291 3.247
C 0.130 -2.003 1.830
O -0.313 -0.862 1.202
H -1.320 -2.735 3.318
H -0.296 -1.390 3.860
H 0.378 -3.069 3.572
H 0.044 -2.892 1.184
H 1.219 -1.858 2.017
C -1.753 4.019 1.041
C -2.202 2.987 -0.069
O -1.203 2.264 -0.663
H -1.168 3.542 1.832
H -2.695 4.332 1.501
H -1.145 4.820 0.617
H -2.784 3.515 -0.834
H -2.862 2.339 0.534
C -2.020 -2.961 -1.573
C -2.784 -1.635 -1.544
C -3.731 -1.492 -0.365
O -1.790 -0.606 -1.497
H -1.627 -3.141 -2.576
H -2.715 -3.797 -1.421
H -1.218 -2.999 -0.841
H -3.397 -1.595 -2.449
H -3.296 -1.827 0.580
H -4.548 -2.208 -0.507
H -4.119 -0.484 -0.245
H -1.561 -0.361 -2.407
C 3.756 1.455 0.095
C 2.561 0.958 0.939
C 2.710 1.366 2.424
O 1.422 1.604 0.376
H 3.882 2.513 0.362
H 3.506 1.444 -0.963
H 4.737 1.039 0.330
H 2.471 -0.123 0.865
H 2.743 2.450 2.531
H 3.613 0.858 2.763
H 1.825 1.017 2.956
H 1.419 2.525 0.652
```

Results
Charge: -1
Energy relative to the best compared isomer or geometry (same formula, charge and spin) in kJ/mol: 0.0
Expectation value of S²: 3.76
Electronic energy in eV: -60810.351
Multiplicity: 4

---

The following is a DFT calculation (ωB97M-V/def2-TZVPD) of a molecular structure, C12H31MgO8S4.

XYZ file:
```
56
C12H31MgO8S4 (ωB97M-V/def2-TZVPD)
Mg -2.958 -0.425 -0.562
O -1.152 -0.248 -0.279
H -0.357 0.196 -0.036
C 2.252 2.637 0.542
C 3.489 1.832 0.247
C 4.880 2.214 0.841
O 5.380 1.020 1.405
C 4.422 0.056 1.347
O 4.511 -0.999 1.865
O 3.312 0.525 0.761
H 2.205 3.618 0.067
H 2.087 2.818 1.606
H 1.382 2.091 0.172
H 3.625 1.923 -0.837
H 4.788 3.016 1.575
H 5.455 2.625 0.015
C -3.622 -3.843 -3.455
S -3.927 -2.132 -2.998
O -2.965 -1.786 -1.865
C -3.330 -1.257 -4.464
H -2.823 -3.995 -4.188
H -4.496 -4.470 -3.605
H -3.089 -4.401 -2.667
H -3.824 -1.688 -5.334
H -2.246 -1.340 -4.540
H -3.581 -0.199 -4.418
C -0.441 -0.674 3.149
S 0.434 0.938 3.287
O -0.301 1.721 4.365
C 2.061 0.395 3.914
H -1.086 -0.690 4.027
H 0.268 -1.493 3.088
H -1.067 -0.588 2.263
H 2.034 0.181 4.980
H 2.848 1.083 3.618
H 2.318 -0.545 3.417
C -4.452 3.144 1.952
S -2.981 2.077 1.845
O -3.391 0.865 1.043
C -2.074 3.102 0.642
H -5.146 2.733 2.679
H -4.895 3.161 0.953
H -4.225 4.181 2.191
H -1.044 2.752 0.602
H -2.187 4.178 0.717
H -2.457 2.779 -0.332
C 2.896 -2.191 -1.750
S 1.956 -3.731 -1.994
O 1.601 -4.371 -0.693
C 0.361 -2.893 -2.423
H 2.372 -1.387 -1.232
H 3.076 -1.836 -2.769
H 3.832 -2.402 -1.237
H -0.043 -2.385 -1.550
H -0.339 -3.671 -2.717
H 0.657 -2.221 -3.232
```

Results
Charge: +1
Energy relative to the best compared isomer or geometry (same formula, charge and spin) in kJ/mol: 127.2
Electronic energy in eV: -78105.161

---

The following is a DFT calculation (ωB97M-V/def2-TZVPD) of a molecular structure, C12H31N4O7Y2.

XYZ file:
```
56
C12H31N4O7Y2 (ωB97M-V/def2-TZVPD)
Y -0.715 -0.459 -3.485
Y 2.553 -0.269 -2.746
O 1.144 -1.860 -3.425
H 0.861 -2.697 -3.800
O 1.172 0.673 -4.246
H 0.850 1.256 -4.939
O 0.575 0.087 -1.625
H 0.669 -0.334 -0.760
C -1.264 -2.638 -0.821
O -1.242 -2.225 -2.023
N -2.014 -3.597 -0.384
C -2.726 -4.513 -1.269
C -2.062 -3.899 1.052
H -0.618 -2.201 -0.052
H -2.807 -4.115 -2.275
H -3.750 -4.651 -0.918
H -2.228 -5.481 -1.281
H -2.959 -3.460 1.492
H -2.125 -4.975 1.198
H -1.192 -3.503 1.570
C -1.115 3.001 -2.650
O -1.204 1.806 -3.055
N -2.005 3.638 -1.952
C -1.831 5.056 -1.638
C -3.242 3.032 -1.525
H -0.256 3.615 -2.924
H -2.126 5.235 -0.605
H -2.470 5.657 -2.286
H -0.799 5.371 -1.755
H -4.088 3.633 -1.860
H -3.344 2.042 -1.957
H -3.293 2.946 -0.439
C -0.761 -0.293 2.090
O -0.139 -1.335 2.203
N -0.878 0.678 3.010
C -1.741 1.834 2.794
C -0.326 0.505 4.328
H -1.309 -0.053 1.160
H -2.629 1.758 3.422
H -1.980 1.903 1.737
H -1.216 2.741 3.101
H -1.065 0.785 5.081
H -0.057 -0.535 4.487
H 0.552 1.135 4.491
C 3.232 -0.499 0.536
O 2.967 -1.072 -0.584
N 4.418 -0.421 1.033
C 4.645 0.135 2.358
C 5.592 -0.950 0.345
H 2.447 -0.091 1.175
H 5.325 0.981 2.285
H 5.098 -0.633 2.984
H 3.707 0.442 2.814
H 5.774 -1.994 0.592
H 5.526 -0.803 -0.730
H 6.469 -0.390 0.671
```

Results
Charge: +3
Energy relative to the best compared isomer or geometry (same formula, charge and spin) in kJ/mol: 0.0
Electronic energy in eV: -35309.074

---

The following is a DFT calculation (ωB97M-V/def2-TZVPD) of a molecular structure, C12H31N5W.

XYZ file:
```
49
C12H31N5W (ωB97M-V/def2-TZVPD)
W 0.051 -0.289 -0.202
C 2.674 -0.518 1.193
C 2.815 -0.603 -0.334
N 1.923 0.385 -1.053
C 2.275 1.842 -0.814
C 1.001 2.644 -0.700
N -0.040 1.906 0.123
C 0.051 2.092 1.622
C 1.223 1.328 2.182
N 1.270 -0.091 1.606
H 3.388 0.174 1.632
H 2.892 -1.498 1.615
H 2.570 -1.598 -0.713
H 3.858 -0.432 -0.612
H 2.033 0.203 -2.054
H 2.872 2.202 -1.652
H 2.905 1.901 0.069
H 0.564 2.799 -1.687
H 1.188 3.630 -0.272
H -0.914 2.362 -0.130
H -0.889 1.730 2.040
H 0.126 3.152 1.872
H 1.142 1.263 3.267
H 2.169 1.814 1.969
H 0.986 -0.706 2.369
C -0.661 -2.702 1.406
N -0.417 -2.421 -0.058
C 0.599 -3.404 -0.591
C -1.701 -2.609 -0.827
C -2.687 -1.539 -0.436
N -2.065 -0.151 -0.584
C -1.674 0.109 -1.980
C -3.028 0.865 -0.025
H -1.331 -3.556 1.528
H -1.135 -1.849 1.901
H 0.278 -2.943 1.901
H 0.170 -4.407 -0.547
H 1.493 -3.394 0.030
H 0.837 -3.178 -1.630
H -2.124 -3.592 -0.611
H -1.469 -2.596 -1.893
H -3.021 -1.634 0.595
H -3.575 -1.576 -1.069
H -2.239 -0.469 -2.713
H -0.606 -0.245 -2.163
H -1.726 1.163 -2.239
H -4.008 0.679 -0.467
H -2.735 1.877 -0.288
H -3.099 0.745 1.054
```

Results
Charge: +4
Expectation value of S²: 2.02
Electronic energy in eV: -22177.223
Multiplicity: 3

---

The following is a DFT calculation (ωB97M-V/def2-TZVPD) of a molecular structure, C12H32B2F8O12PtS4.

XYZ file:
```
71
C12H32B2F8O12PtS4 (ωB97M-V/def2-TZVPD)
Pt -1.299 1.615 0.031
B -0.683 4.080 -1.309
F -1.292 2.913 -1.871
F -1.645 5.079 -1.389
F -0.506 3.763 0.089
F 0.496 4.426 -1.908
B -3.720 1.144 0.756
F -5.005 0.716 0.899
F -3.626 2.263 -0.130
F -3.065 1.461 1.930
F -2.955 0.187 0.036
O 0.104 3.675 3.779
S -0.060 2.290 3.412
O -0.573 1.923 2.119
O 1.367 1.511 3.666
C 2.529 1.833 2.878
C 3.432 0.610 2.982
C -1.013 1.430 4.685
H 2.862 2.809 3.227
H 2.200 1.883 1.836
H 4.327 0.812 2.384
H 3.048 -0.291 2.507
H 3.761 0.388 3.996
H -1.220 0.455 4.256
H -1.881 2.069 4.838
H -0.444 1.445 5.611
O 0.896 1.220 -0.578
S 2.200 0.811 -1.028
O 3.212 0.212 -0.207
O 1.964 -0.198 -2.253
C 3.071 -0.870 -2.853
C 2.740 -2.336 -3.082
C 2.925 2.225 -1.896
H 4.001 -0.767 -2.290
H 3.348 -0.441 -3.818
H 3.471 -2.652 -3.833
H 1.737 -2.465 -3.486
H 2.906 -3.049 -2.274
H 3.465 1.829 -2.749
H 3.463 2.876 -1.214
H 2.039 2.781 -2.208
O -0.323 -1.213 -4.289
S -1.269 -1.068 -3.225
O -1.134 -0.029 -2.243
O -2.721 -0.960 -3.898
C -3.094 0.250 -4.571
C -4.601 0.291 -4.759
C -1.521 -2.645 -2.353
H -2.583 0.315 -5.535
H -2.732 1.128 -4.031
H -5.017 1.262 -5.006
H -5.035 -0.055 -3.817
H -4.903 -0.485 -5.464
H -1.929 -3.445 -2.968
H -2.268 -2.437 -1.590
H -0.549 -2.953 -1.980
O -1.588 -2.764 1.136
S -0.421 -1.918 1.251
O -0.420 -0.576 0.727
O -0.012 -1.698 2.795
C -0.188 -2.860 3.648
C 0.300 -2.501 5.042
C 1.125 -2.702 0.671
H 0.029 -3.853 3.254
H -1.271 -2.954 3.798
H 1.300 -2.067 4.990
H 0.323 -3.471 5.541
H -0.332 -1.789 5.565
H 1.833 -2.020 1.139
H 1.058 -2.751 -0.411
H 1.368 -3.696 1.045
```

Results
Energy relative to the best compared isomer or geometry (same formula, charge and spin) in kJ/mol: 186.5
Expectation value of S²: 2.00
Electronic energy in eV: -107219.331
Multiplicity: 3

---

The following is a DFT calculation (ωB97M-V/def2-TZVPD) of 5 unconnected molecules or ions with the total composition C12H32BF4N4O4.

XYZ file:
```
57
C12H32BF4N4O4 (ωB97M-V/def2-TZVPD)
C -0.770 -3.488 4.113
C -1.857 -4.012 4.941
O -2.917 -4.365 4.402
N -1.749 -4.020 6.498
H -1.044 -4.697 6.755
H -1.433 -3.123 6.837
C -3.104 -4.419 7.159
H -0.666 -3.812 3.077
H 0.169 -3.916 4.465
H -0.598 -2.421 4.253
H -2.917 -4.648 8.208
H -3.416 -5.324 6.638
H -3.881 -3.655 7.110
C 0.745 -6.476 -5.235
C 0.942 -5.145 -4.601
O 1.251 -4.139 -5.216
N 0.868 -4.980 -3.124
H 0.416 -4.099 -2.925
H 0.231 -5.705 -2.826
C 2.251 -5.003 -2.470
H 1.488 -7.212 -4.930
H 0.781 -6.646 -6.311
H -0.222 -6.885 -4.941
H 2.747 -4.041 -2.601
H 2.800 -5.842 -2.896
H 2.038 -4.953 -1.402
C -4.116 2.735 -0.477
C -4.318 2.133 0.870
O -5.095 1.256 1.105
N -3.148 2.350 1.821
H -2.322 1.935 1.414
H -2.863 3.309 1.959
C -3.298 1.702 3.234
H -3.215 2.328 -0.937
H -4.106 3.822 -0.400
H -4.916 2.562 -1.196
H -4.352 1.505 3.431
H -2.971 2.508 3.891
H -2.672 0.810 3.205
C 4.912 8.656 -2.502
C 3.848 8.151 -3.438
O 3.192 8.837 -4.179
N 3.666 6.628 -3.624
H 3.041 6.372 -4.375
H 4.521 6.248 -4.005
C 3.188 5.821 -2.421
H 4.560 8.430 -1.496
H 4.811 9.741 -2.495
H 5.892 8.241 -2.740
H 3.237 4.750 -2.621
H 2.127 5.912 -2.188
H 3.905 6.026 -1.626
B 0.846 0.058 -1.072
F 0.491 1.352 -1.241
F 0.645 -0.201 0.317
F 0.148 -0.879 -1.760
F 2.208 -0.071 -1.433
```

Results
Charge: +3
Energy relative to the best compared isomer or geometry (same formula, charge and spin) in kJ/mol: 227.8
Electronic energy in eV: -38637.958

---

The following is a DFT calculation (ωB97M-V/def2-TZVPD) of 6 unconnected molecules or ions with the total composition C12H32BrClN2O8PS.

XYZ file:
```
58
C12H32BrClN2O8PS (ωB97M-V/def2-TZVPD)
O 5.555 -1.807 -2.175
S 4.085 -1.654 -1.937
O 3.764 -2.297 -0.595
Cl 2.906 -2.696 -3.329
C 3.488 0.095 -1.847
C 4.535 1.194 -2.374
C 4.658 2.503 -1.452
C 3.257 3.132 -0.974
N 2.151 3.027 -1.978
C 2.021 3.535 -3.304
N 0.740 3.081 -3.778
C 0.058 2.290 -2.766
P -1.615 1.401 -2.786
O -1.710 0.393 -1.406
Br -1.509 -0.087 -4.535
C 0.989 2.274 -1.540
H 2.552 0.173 -2.519
H 3.179 0.392 -0.778
H 4.197 1.561 -3.415
H 5.564 0.725 -2.513
H 5.176 3.309 -2.100
H 5.364 2.365 -0.547
H 2.958 2.716 0.060
H 3.430 4.262 -0.807
H 2.787 4.170 -3.856
H 0.301 3.255 -4.696
H -0.883 0.420 -0.870
H 0.891 1.815 -0.507
C -4.122 -0.929 0.776
O -3.726 0.399 0.458
H -4.329 -0.990 1.844
H -5.025 -1.187 0.218
H -3.316 -1.624 0.523
H -3.550 0.424 -0.493
C 2.910 -3.967 2.422
O 3.311 -2.647 2.086
H 2.701 -4.009 3.492
H 2.006 -4.231 1.867
H 3.713 -4.668 2.183
H 3.490 -2.635 1.134
C -6.625 -0.238 4.044
O -6.982 -0.992 2.894
H -6.363 -0.926 4.849
H -5.765 0.396 3.815
H -7.469 0.379 4.356
H -7.209 -0.361 2.199
C -5.218 3.411 4.433
O -6.473 2.797 4.685
H -4.474 2.633 4.262
H -5.289 4.045 3.545
H -4.921 4.012 5.296
H -7.112 3.505 4.833
C 1.465 -5.395 -1.147
O 2.751 -5.825 -0.733
H 0.785 -6.247 -1.128
H 1.097 -4.624 -0.464
H 1.519 -4.999 -2.165
H 3.332 -5.053 -0.759
```

Results
Charge: +1
Electronic energy in eV: -134999.698

---

Q: Among the records above, which one has the highest electronic energy?
A: C12H31BNO2Rb

---

Q: Look up the electronic energy of the third one.
A: -60810.351 eV